DFT (ωB97M-V/def2-TZVPD) results for C35H40BFeN12OP as an isolated structure.

Summary:
LUMO level (alpha / beta) (eV): -4.734 / -4.839
Electronic energy (hartree): -3719.50937
HOMO energy (alpha / beta) (eV): -12.86 / -12.99
Gap between HOMO and LUMO (alpha / beta) (eV): 8.127 / 8.153
Total charge: +2
2S+1: 5
Energy relative to the best compared isomer or geometry (same formula, charge and spin) (kcal/mol): 9.2

Geometry (Å):
Fe (-0.2956, 0.0646, -0.4755)
O (-0.4369, -2.6388, -1.7603)
N (0.3405, -2.2656, -0.6486)
C (1.4582, -2.8709, -0.5930)
C (2.5152, -2.7452, 0.4173)
C (3.2969, -3.9038, 0.5216)
C (4.3108, -4.0113, 1.4530)
C (4.5629, -2.9418, 2.2970)
C (3.8137, -1.7825, 2.1822)
C (2.7959, -1.6399, 1.2397)
P (1.8975, -0.0310, 1.1496)
C (3.1282, 1.2660, 0.7933)
C (4.2473, 1.5287, 1.5877)
C (5.1067, 2.5662, 1.2705)
C (4.8573, 3.3683, 0.1623)
C (3.7408, 3.1318, -0.6221)
C (2.8816, 2.0871, -0.3070)
C (1.5223, 0.2152, 2.9205)
C (1.1278, -0.8625, 3.7167)
C (0.7596, -0.6639, 5.0384)
C (0.7733, 0.6132, 5.5831)
C (1.1682, 1.6892, 4.8021)
C (1.5424, 1.4929, 3.4798)
H (0.1732, -2.8311, -2.4893)
H (1.6672, -3.6210, -1.3596)
H (3.0923, -4.7383, -0.1391)
H (4.8950, -4.9192, 1.5195)
H (5.3435, -3.0037, 3.0437)
H (4.0160, -0.9755, 2.8704)
H (4.4481, 0.9456, 2.4749)
H (5.9703, 2.7561, 1.8944)
H (5.5318, 4.1790, -0.0813)
H (3.5357, 3.7538, -1.4841)
H (2.0157, 1.9096, -0.9335)
H (1.1349, -1.8692, 3.3129)
H (0.4745, -1.5101, 5.6518)
H (0.4921, 0.7663, 6.6168)
H (1.1952, 2.6863, 5.2238)
H (1.8614, 2.3411, 2.8860)
B (-0.4968, 1.8196, -3.7862)
N (0.7761, 1.0897, -3.2520)
C (1.9166, 1.1619, -3.9459)
C (2.8393, 0.2893, -3.3941)
C (2.1584, -0.2847, -2.3343)
N (0.9051, 0.1950, -2.2469)
N (-1.6833, 1.8214, -2.7698)
C (-2.8622, 2.3842, -3.0586)
C (-3.6701, 2.3329, -1.9322)
C (-2.8707, 1.7160, -0.9772)
N (-1.6702, 1.4105, -1.4910)
H (-0.1815, 2.9583, -4.0061)
H (-0.8880, 1.2523, -4.7802)
H (1.9860, 1.8176, -4.7994)
H (3.8552, 0.1150, -3.7033)
H (2.5486, -0.9643, -1.5955)
H (-3.0359, 2.8049, -4.0368)
H (-4.6659, 2.7264, -1.8147)
H (-3.0984, 1.4925, 0.0538)
N (-2.2288, -1.5123, 3.0381)
C (-1.7104, -1.7327, 1.8277)
N (-1.3644, -0.5765, 1.3031)
C (-1.6667, 0.3316, 2.2800)
N (-2.2069, -0.2036, 3.3445)
C (-1.3055, 1.7387, 2.1041)
C (-1.6819, 2.7423, 2.9861)
N (-1.3029, 3.9992, 2.7963)
C (-0.5678, 4.2543, 1.7213)
C (-0.2048, 3.2552, 0.8242)
N (-0.5620, 1.9938, 1.0242)
H (-2.5775, -2.1795, 3.7080)
H (-1.5941, -2.7031, 1.3715)
H (-2.2897, 2.5179, 3.8551)
H (-0.2578, 5.2801, 1.5628)
H (0.3771, 3.4762, -0.0624)
N (-5.0505, -2.6027, -3.3538)
C (-5.1514, -2.8211, -1.8652)
C (-3.7672, -2.6434, -1.2444)
N (-3.1529, -1.3672, -1.5599)
C (-3.0864, -1.1593, -2.9964)
C (-4.4400, -1.2603, -3.6835)
H (-5.9711, -2.6887, -3.7850)
H (-4.4684, -3.3377, -3.7604)
H (-5.5629, -3.8153, -1.6996)
H (-5.8554, -2.0762, -1.4963)
H (-3.1001, -3.4387, -1.5946)
H (-3.8638, -2.7597, -0.1646)
H (-3.6493, -0.6044, -1.1126)
H (-2.4020, -1.9066, -3.4134)
H (-2.6589, -0.1859, -3.2189)
H (-4.3664, -1.1844, -4.7670)
H (-5.1330, -0.5049, -3.3143)

Atomic partial charges in e from the Löwdin method, atoms 1 to 5: Fe 0.7179; O -0.0750; N -0.0413; C -0.1152; C -0.2063

=====

DFT (ωB97M-V/def2-TZVPD) results for C35H40Cl3KN5O5SeSi as an isolated structure.

Summary:
LUMO level (eV): 1.258
Electronic energy (hartree): -6679.52360
HOMO energy (eV): -4.63
Gap between HOMO and LUMO (eV): 5.888
Total charge: -1
Energy relative to the best compared isomer or geometry (same formula, charge and spin) (kcal/mol): 4.2

Geometry (Å):
K (0.3380, -0.0036, 0.2252)
Se (-8.4959, 0.2628, 0.1579)
N (-7.1920, 0.8110, 1.2885)
C (-6.0500, 0.5350, 0.7320)
C (-4.7558, 0.8405, 1.3438)
C (-4.6587, 1.4675, 2.5856)
C (-3.4042, 1.7027, 3.1048)
C (-2.2886, 1.2909, 2.3724)
N (-2.3747, 0.6960, 1.1947)
C (-3.5831, 0.4847, 0.6768)
C (-3.6352, -0.1667, -0.6606)
N (-2.4661, -0.4277, -1.2427)
C (-2.4797, -1.0417, -2.4142)
C (-3.6551, -1.4053, -3.0756)
C (-4.8668, -1.1166, -2.4873)
C (-4.8627, -0.4813, -1.2465)
C (-6.1033, -0.1335, -0.5526)
N (-7.2877, -0.3915, -1.0219)
H (-5.5562, 1.7541, 3.1157)
H (-3.2634, 2.1907, 4.0588)
H (-1.2771, 1.4466, 2.7344)
H (-1.5023, -1.2545, -2.8253)
H (-3.5943, -1.9037, -4.0324)
H (-5.8042, -1.3699, -2.9616)
Cl (1.1844, -7.4039, -1.3607)
C (0.9371, -5.6715, -1.4455)
C (0.4830, -4.9827, -0.3323)
C (0.2966, -3.6233, -0.4290)
Cl (-0.2957, -2.7887, 1.0160)
C (0.5387, -2.8301, -1.5959)
O (0.3734, -1.5876, -1.6520)
C (0.9939, -3.6385, -2.6845)
Cl (1.3126, -2.8152, -4.1928)
C (1.1911, -4.9986, -2.6266)
H (0.2756, -5.4948, 0.5956)
H (1.5422, -5.5291, -3.5008)
C (5.6977, -1.4069, -0.2393)
C (5.1247, -0.5498, -1.1644)
C (3.7706, -0.2722, -1.0578)
N (2.9884, -0.7761, -0.1120)
C (3.5462, -1.6016, 0.7637)
C (4.8892, -1.9504, 0.7438)
H (6.7519, -1.6478, -0.2870)
H (5.7040, -0.0995, -1.9590)
H (3.2882, 0.3851, -1.7710)
H (2.8846, -1.9986, 1.5247)
H (5.2787, -2.6270, 1.4908)
C (-0.4617, 4.4508, 2.5001)
C (0.8585, 4.8815, 3.1237)
C (1.5145, 5.9643, 2.2747)
C (0.6320, 5.3778, 4.5482)
O (1.7799, 3.8045, 3.1824)
Si (1.5268, 2.1630, 3.2186)
O (0.9894, 1.5262, 1.8978)
O (2.9766, 1.5907, 3.7857)
C (4.3031, 1.8511, 3.3488)
C (5.1309, 0.6330, 3.7487)
C (4.8075, 3.0973, 4.0675)
C (4.3404, 2.0425, 1.8390)
O (0.4985, 1.9676, 4.5234)
C (0.3764, 0.8656, 5.4108)
C (-1.0109, 0.9733, 6.0359)
C (0.5093, -0.4495, 4.6532)
C (1.4482, 0.9800, 6.4873)
H (-1.1174, 5.3156, 2.3523)
H (-0.9830, 3.7569, 3.1526)
H (-0.2976, 3.9628, 1.5422)
H (0.9076, 6.8711, 2.2334)
H (1.6660, 5.6025, 1.2589)
H (2.4870, 6.2176, 2.6987)
H (-0.0657, 6.2197, 4.5713)
H (1.5791, 5.7022, 4.9808)
H (0.2344, 4.5743, 5.1632)
H (5.0545, 0.4781, 4.8252)
H (6.1830, 0.7572, 3.4856)
H (4.7510, -0.2528, 3.2431)
H (4.7743, 2.9379, 5.1461)
H (4.1796, 3.9507, 3.8279)
H (5.8393, 3.3265, 3.7868)
H (3.8987, 1.1830, 1.3383)
H (5.3743, 2.1507, 1.4907)
H (3.7865, 2.9285, 1.5420)
H (-1.7768, 0.8433, 5.2719)
H (-1.1332, 1.9581, 6.4882)
H (-1.1712, 0.2148, 6.8053)
H (-0.2279, -0.5045, 3.8523)
H (0.3484, -1.2997, 5.3226)
H (1.4987, -0.5518, 4.2146)
H (1.3423, 1.9276, 7.0174)
H (2.4369, 0.9471, 6.0397)
H (1.3585, 0.1669, 7.2125)

Atomic partial charges in e from the Löwdin method, atoms 1 to 5: K 0.6833; Se 1.0451; N -0.2301; C -0.3367; C -0.0984